Record 1
17
Properties=species:S:1:pos:R:3:lowdin_charge:R:1 method="wB97M-V/def2-TZVPD" relative_energy_kj_mol=414.4 homo_lumo_gap_ev=8.7 lumo_ev=0.6
O -0.09 0.54 -1.20 -0.1195
C -1.09 1.45 -0.69 -0.1769
C -0.76 -0.60 -0.61 -0.3214
C 2.32 0.01 0.61 -0.1525
C 0.88 -0.02 0.95 0.0060
C -1.89 0.30 -0.07 -0.0951
C 0.19 -1.24 0.40 -0.2026
H -2.87 0.12 -0.51 0.1068
H -1.57 1.99 -1.51 0.1126
H 2.73 1.03 0.58 0.0715
H 2.66 -0.58 -0.25 0.0779
H -1.08 -1.31 -1.38 0.1431
H -0.65 2.15 0.03 0.1107
H -1.96 0.33 1.02 0.1094
H -0.39 -1.74 1.19 0.1191
H 2.73 -0.45 1.53 0.1042
H 0.83 -1.98 -0.10 0.1066

***

Record 2
20
Properties=species:S:1:pos:R:3:lowdin_charge:R:1 method="wB97M-V/def2-TZVPD" charge=-1 relative_energy_kj_mol=245.3 homo_lumo_gap_ev=7.2 lumo_ev=3.7
O -3.83 1.53 0.28 -0.2071
O -1.92 1.50 -1.37 -0.3150
N 2.18 0.24 -0.60 0.1116
C -1.06 0.48 -1.10 -0.4756
C -0.53 0.48 0.34 -0.2195
C 2.67 -1.61 0.84 -0.0485
C 0.36 -0.69 0.74 -0.1680
C 1.84 -0.67 0.35 -0.4427
H 2.24 -2.44 1.39 0.0302
H -3.01 1.49 -0.40 -0.0375
H -0.03 -1.67 0.47 0.1119
H -0.22 0.59 -1.82 0.0801
H 1.49 0.94 -0.83 0.0680
H 3.15 0.31 -0.85 0.0933
H -1.42 0.48 0.97 0.0995
H 0.38 -0.67 1.84 0.1083
H -4.39 0.75 0.16 -0.0207
H -0.02 1.42 0.56 0.1106
H 3.58 -1.90 0.32 0.0251
H -1.46 -0.55 -1.28 0.0959

***

Record 3
17
Properties=species:S:1:pos:R:3:lowdin_charge:R:1 method="wB97M-V/def2-TZVPD" relative_energy_kj_mol=447.5 homo_lumo_gap_ev=9.5 lumo_ev=0.4
N -0.52 -0.56 1.51 0.0625
C -1.02 1.42 0.20 -0.1110
C -1.61 0.58 -0.75 -0.1334
C 1.95 -0.97 -0.31 -0.1112
C -1.86 -0.81 -0.56 -0.0718
C -1.14 -1.26 0.55 -0.2108
C -0.41 0.81 1.30 -0.1586
C 2.35 0.44 -0.16 -0.1293
H -2.75 -1.35 -1.02 0.1297
H 1.37 -1.17 -1.38 0.0982
H 2.98 0.96 0.72 0.0793
H 2.32 -1.75 0.46 0.0603
H -1.22 -2.31 0.70 0.0883
H -0.19 1.45 2.12 0.0905
H 2.25 1.15 -1.07 0.0445
H -0.81 2.41 -0.47 0.1523
H -1.69 0.97 -1.84 0.1206

***

Record 4
9
Properties=species:S:1:pos:R:3:lowdin_charge:R:1 method="wB97M-V/def2-TZVPD" relative_energy_kj_mol=232.0 homo_lumo_gap_ev=9.9 lumo_ev=-0.2
Cl -3.37 -0.56 0.23 0.2206
Si -1.44 -0.25 -0.52 0.3143
C -0.56 2.40 0.67 0.0613
C -0.78 1.36 0.09 -0.2645
C 1.28 -2.38 0.47 -0.1065
C 0.31 -1.74 0.17 -0.1845
H -0.10 3.05 1.33 0.0205
H -1.75 -0.72 -1.84 -0.0710
H 2.04 -2.78 1.14 0.0098

***

Record 5
65
Properties=species:S:1:pos:R:3:lowdin_charge:R:1 method="wB97M-V/def2-TZVPD" charge=+1 homo_lumo_gap_ev="6.1 / 6.1" lumo_ev="-4.7 / -4.7"
Os 0.27 1.40 -0.54 1.5793
Cl -1.22 5.88 1.01 0.5430
Cl -5.25 -0.18 -3.86 0.7184
Cl -6.25 1.82 -1.68 0.7199
Cl -2.16 -0.70 -4.20 0.7514
Cl -4.15 3.30 0.16 0.7499
Cl 1.09 4.49 -0.12 0.5567
S 5.23 -1.75 -3.52 1.0683
S 0.15 0.19 1.93 0.7208
O 0.81 -0.99 2.38 -0.2243
O -0.53 0.96 -2.28 -0.2049
O -0.68 0.04 0.66 -0.3878
O -1.33 2.49 -0.48 -0.2882
N 1.13 1.30 1.21 -0.2744
N -3.10 2.64 6.11 0.1450
N 4.23 -6.18 -3.22 0.0776
N 1.89 0.36 -1.32 -0.1336
N 2.52 1.46 3.07 0.1503
N 3.14 2.41 0.98 0.0995
C 2.33 1.74 1.79 -0.4516
C 2.87 -1.69 -2.03 -0.0230
C 4.58 2.63 2.86 -0.0256
C -2.76 0.37 -3.01 -0.6126
C -2.32 1.88 -1.17 -0.3479
C 5.00 -5.58 -2.31 -0.1254
C -0.43 5.35 -0.47 -0.9750
C 2.90 1.03 -1.91 -0.1054
C 4.83 -3.47 -3.39 -0.5437
C 1.88 -0.98 -1.40 -0.0748
C 4.04 -4.08 -4.36 -0.0743
C 3.77 -5.44 -4.22 -0.1240
C 3.65 1.91 3.60 -0.0842
C 5.33 -4.24 -2.35 -0.0761
C -0.54 0.62 4.48 -0.0464
C 3.91 0.40 -2.58 -0.0653
C -2.61 2.35 3.78 -0.0032
C 3.91 -1.00 -2.65 -0.4844
C -1.85 1.01 -2.16 -0.3587
C -2.34 2.08 5.13 -0.2898
C -1.86 1.77 2.79 -0.0398
C -4.57 1.52 -1.86 -0.6873
C -1.29 1.21 5.47 -0.0073
C -3.67 2.17 -1.03 -0.6048
C 4.27 2.85 1.53 -0.0971
C -0.82 0.90 3.14 -0.3182
C -4.12 0.62 -2.85 -0.6864
H -3.43 3.01 3.51 0.1147
H -1.08 4.67 -0.99 0.0018
H 4.69 0.98 -3.04 0.1173
H -2.88 2.50 7.07 0.1109
H 2.88 2.11 -1.80 0.1091
H -2.08 1.98 1.75 0.0769
H 3.16 -5.95 -4.96 0.1138
H 3.81 1.69 4.65 0.1213
H 0.27 -0.05 4.73 0.1208
H -3.81 3.31 5.88 0.1111
H 5.49 2.99 3.30 0.1109
H -0.18 6.22 -1.07 0.0348
H 5.96 -3.80 -1.59 0.1115
H 5.36 -6.21 -1.51 0.1133
H 1.05 -1.48 -0.92 0.1283
H 3.65 -3.52 -5.20 0.1129
H 4.94 3.41 0.88 0.1197
H -1.08 1.00 6.51 0.1200
H 2.82 -2.77 -2.05 0.1161

***

Record 6
19
Properties=species:S:1:pos:R:3:lowdin_charge:R:1 method="wB97M-V/def2-TZVPD" relative_energy_kj_mol=445.3 homo_lumo_gap_ev=8.2 lumo_ev=-0.1
O 1.77 2.31 -0.30 -0.1888
C -0.19 0.99 0.09 0.0788
C -1.90 -2.36 -0.35 -0.1158
C -1.35 -1.00 -0.74 -0.2612
C -0.48 -0.42 0.41 -0.2765
C 2.02 2.21 1.09 -0.1246
C 1.07 1.15 -0.69 -0.3119
H -2.16 -0.30 -0.96 0.1112
H -2.50 -2.79 -1.16 0.0719
H -0.74 -1.08 -1.65 0.1103
H 1.76 0.28 -0.69 0.1252
H 0.74 1.30 -1.73 0.1446
H 2.60 1.31 1.33 0.0932
H -1.07 -0.49 1.33 0.1095
H 2.57 3.10 1.40 0.0905
H -2.54 -2.28 0.54 0.0758
H -1.09 -3.06 -0.11 0.0758
H 0.42 -1.06 0.52 0.1132
H 1.06 2.17 1.64 0.0789

***

Record 7
58
Properties=species:S:1:pos:R:3:lowdin_charge:R:1 method="wB97M-V/def2-TZVPD" charge=+1 relative_energy_kj_mol=0.0 homo_lumo_gap_ev=7.3 lumo_ev=-2.9
Br -0.08 0.40 -2.33 0.8167
O 1.29 4.15 -2.69 0.0594
O 4.82 1.56 -4.17 0.0778
N 1.65 -0.35 1.54 0.1241
N 6.36 2.08 -2.68 0.0384
N 2.74 2.51 -2.45 0.0952
N 1.85 1.37 0.19 0.1528
N -5.68 -1.26 2.96 -0.0676
N -2.46 0.10 -0.88 0.0439
N -4.26 -2.67 0.86 -0.0946
C -1.36 -0.55 -1.28 -0.7487
C -3.26 -1.95 0.17 -0.2065
C -4.86 -2.06 3.89 -0.2288
C -3.61 -2.66 3.24 -0.1745
C 1.19 0.89 1.26 -0.0290
C -3.91 -3.53 2.01 -0.1522
C 2.63 -0.67 0.61 0.0060
C -2.07 -2.59 -0.21 -0.0035
C 5.09 1.85 -3.02 -0.4789
C -5.70 -2.34 0.66 -0.1336
C 3.67 0.47 -1.44 -0.0528
C 2.43 3.80 -2.45 -0.5537
C 6.91 2.39 -1.35 -0.0561
C 3.98 1.89 -1.95 -0.2174
C 2.76 0.40 -0.23 -0.2156
C -1.12 -1.88 -0.95 -0.1241
C -6.47 -2.02 1.96 -0.1969
C 3.47 4.83 -2.06 0.0223
C -3.39 -0.59 -0.18 -0.0553
H 3.18 -1.60 0.54 0.1486
H -6.82 -2.95 2.41 0.1039
H 0.37 1.39 1.76 0.1686
H 3.04 5.83 -2.19 0.0956
H -2.92 -1.86 2.96 0.1041
H 8.00 2.44 -1.41 0.0958
H -5.46 -2.86 4.32 0.1110
H -7.35 -1.43 1.69 0.1183
H 6.64 1.62 -0.63 0.0798
H 7.01 2.02 -3.45 0.1532
H -6.19 -3.19 0.17 0.1181
H 4.35 2.47 -1.11 0.1253
H -4.28 -0.04 0.12 0.1131
H -3.10 -3.28 3.98 0.1102
H 3.75 4.71 -1.02 0.0796
H -4.73 -4.22 2.24 0.1280
H 1.64 2.22 -0.32 0.1596
H -3.04 -4.15 1.78 0.1024
H 3.22 -0.11 -2.25 0.1312
H -0.22 -2.37 -1.30 0.0945
H -6.30 -0.64 3.49 0.1074
H 2.06 1.91 -2.90 0.0817
H -5.81 -1.49 -0.01 0.1051
H -4.53 -1.41 4.71 0.1146
H -1.92 -3.65 0.00 0.1147
H 6.54 3.37 -1.01 0.0820
H 4.34 4.74 -2.71 0.0884
H 4.61 -0.02 -1.18 0.1351
H 1.30 -0.96 2.27 0.1833

***

Record 8
61
Properties=species:S:1:pos:R:3:lowdin_charge:R:1 method="wB97M-V/def2-TZVPD" relative_energy_kj_mol=0.0 homo_lumo_gap_ev=8.3 lumo_ev=0.4
F -8.28 3.42 5.01 0.0429
O -1.33 -0.17 -1.71 0.0674
O 3.21 -3.41 -0.02 0.0641
N 2.42 -1.36 -0.57 -0.0456
N -4.16 1.32 2.02 -0.1036
N -2.16 0.09 0.35 -0.0428
C -7.27 2.90 4.28 -0.2900
C -5.78 1.10 3.81 -0.0233
C -6.72 3.64 3.25 -0.0116
C 3.73 -0.76 -0.50 -0.1186
C 0.13 -0.75 0.11 -0.1861
C -5.69 3.11 2.51 -0.0229
C 4.56 -0.95 -1.78 -0.3071
C -6.81 1.63 4.56 -0.0127
C 1.26 -0.58 -0.93 -0.1174
C 5.99 -0.47 -1.56 -0.1725
C 6.22 0.06 -4.00 -0.2120
C 4.79 -0.42 -4.23 -0.2012
C -3.45 0.12 2.42 -0.1483
C -2.06 0.10 1.80 -0.1228
C -3.89 1.78 0.68 -0.1370
C -3.40 0.62 -0.18 -0.1122
C -0.02 -2.23 0.51 -0.1282
C 6.84 -0.67 -2.81 -0.2034
C -1.17 -0.24 -0.51 -0.4288
C 2.28 -2.68 -0.32 -0.4662
C -5.20 1.83 2.76 -0.2302
C 0.84 -3.14 -0.38 -0.0757
C 3.95 -0.22 -2.97 -0.1674
H -3.33 0.13 3.51 0.1270
H 6.21 1.13 -3.79 0.1124
H 5.98 0.59 -1.30 0.1216
H -7.10 4.64 3.05 0.1180
H 0.78 -4.17 -0.05 0.1245
H -4.16 -0.16 -0.22 0.1370
H -7.26 1.06 5.36 0.1179
H -1.07 -2.54 0.43 0.1210
H 6.82 -0.11 -4.89 0.1065
H 4.80 -1.48 -4.48 0.1160
H 4.35 0.12 -5.06 0.1081
H -1.50 0.99 2.13 0.1374
H 7.85 -0.31 -2.63 0.1073
H -5.25 3.72 1.73 0.1030
H 6.89 -1.74 -3.03 0.1153
H 3.63 0.30 -0.27 0.1313
H 4.58 -2.03 -2.00 0.1490
H 4.26 -1.25 0.32 0.1281
H 0.29 -2.38 1.54 0.1219
H 0.48 -3.09 -1.42 0.1304
H -3.99 -0.79 2.14 0.1335
H -4.81 2.18 0.24 0.1245
H -1.54 -0.79 2.15 0.1176
H -3.13 2.58 0.68 0.1329
H -5.45 0.10 4.03 0.0992
H 2.93 -0.58 -3.16 0.1071
H -3.20 0.95 -1.21 0.1263
H 3.89 0.85 -2.75 0.1230
H 0.38 -0.15 0.99 0.1390
H 1.54 0.47 -1.00 0.1370
H 0.86 -0.89 -1.90 0.1223
H 6.43 -1.01 -0.72 0.1170

***

Record 9
10
Properties=species:S:1:pos:R:3:lowdin_charge:R:1 method="wB97M-V/def2-TZVPD" relative_energy_kj_mol=312.4 homo_lumo_gap_ev=7.6 lumo_ev=-1.2
S -1.06 0.14 0.47 0.5831
S 1.08 -1.20 -0.48 0.5353
O 1.34 1.79 1.12 -0.1533
C -1.56 0.30 -1.10 -0.5803
H 0.38 -0.99 -1.60 -0.1739
H 0.66 1.25 1.57 -0.0633
H -2.46 -0.30 -1.27 -0.0142
H -1.73 1.46 -1.11 0.0206
H 0.92 1.80 0.23 -0.0028
H 0.60 -2.43 -0.15 -0.1511

***

Record 10
14
Properties=species:S:1:pos:R:3:lowdin_charge:R:1 method="wB97M-V/def2-TZVPD" relative_energy_kj_mol=122.8 homo_lumo_gap_ev=10.4 lumo_ev=0.9
O 0.41 -2.28 0.29 0.1089
O 2.18 -0.08 0.09 -0.0072
N -1.26 0.77 -0.02 -0.0629
C 0.02 -1.14 0.21 -0.3209
C 0.88 0.06 0.60 -0.3127
C -1.26 -0.63 -0.41 -0.1327
C 0.13 1.23 -0.03 -0.1584
H 0.88 0.15 1.70 0.1630
H 0.23 2.16 0.54 0.1207
H -1.17 -0.81 -1.50 0.1363
H 2.41 -1.02 0.20 0.0999
H -1.86 1.35 -0.59 0.1120
H -2.14 -1.16 -0.05 0.1270
H 0.55 1.39 -1.04 0.1271

***

Record 11
19
Properties=species:S:1:pos:R:3:lowdin_charge:R:1 method="wB97M-V/def2-TZVPD" charge=+1 relative_energy_kj_mol=518.2 homo_lumo_gap_ev=10.6 lumo_ev=-3.3
N -2.48 -0.45 -0.12 0.0193
N -0.83 1.44 -0.45 0.0864
N -1.34 -1.06 0.41 0.0189
C 2.02 -1.20 -0.42 -0.0577
C 1.21 0.71 1.02 -0.0231
C 1.52 0.18 -0.31 -0.2859
C 0.06 0.47 0.05 -0.1938
H -1.43 -1.10 1.47 0.1142
H 1.38 0.03 1.79 0.0999
H -2.85 -0.76 -1.02 0.1682
H -0.86 1.40 -1.41 0.0997
H 1.56 -1.72 -1.31 0.1138
H 1.77 -1.78 0.43 0.0676
H -2.17 0.60 -0.20 0.1175
H 3.12 -1.19 -0.48 0.1013
H 1.95 0.90 -1.02 0.1552
H -3.29 -0.59 0.41 0.1342
H 1.23 1.80 1.19 0.1273
H -0.57 2.32 -0.03 0.1369

***

Record 12
13
Properties=species:S:1:pos:R:3:lowdin_charge:R:1 method="wB97M-V/def2-TZVPD" charge=+1 relative_energy_kj_mol=614.4 homo_lumo_gap_ev=10.1 lumo_ev=-5.7
O -1.31 1.08 -0.57 0.1543
O 0.95 -1.04 0.89 0.0852
N 0.42 0.14 0.31 -0.0857
N -0.79 0.09 -0.13 -0.2216
C -1.40 -1.21 -0.27 0.0925
C 1.24 1.29 -0.12 0.0614
H -2.23 -1.05 -0.88 0.0974
H 0.55 1.88 -0.78 0.1195
H -2.00 -1.50 0.67 0.1774
H -0.79 -1.91 -0.71 0.0917
H 2.15 0.98 -0.65 0.1128
H 1.54 2.01 0.67 0.1236
H 1.66 -0.77 1.56 0.1915

***

Repeat the eleventh record exactly.
19
Properties=species:S:1:pos:R:3:lowdin_charge:R:1 method="wB97M-V/def2-TZVPD" charge=+1 relative_energy_kj_mol=518.2 homo_lumo_gap_ev=10.6 lumo_ev=-3.3
N -2.48 -0.45 -0.12 0.0193
N -0.83 1.44 -0.45 0.0864
N -1.34 -1.06 0.41 0.0189
C 2.02 -1.20 -0.42 -0.0577
C 1.21 0.71 1.02 -0.0231
C 1.52 0.18 -0.31 -0.2859
C 0.06 0.47 0.05 -0.1938
H -1.43 -1.10 1.47 0.1142
H 1.38 0.03 1.79 0.0999
H -2.85 -0.76 -1.02 0.1682
H -0.86 1.40 -1.41 0.0997
H 1.56 -1.72 -1.31 0.1138
H 1.77 -1.78 0.43 0.0676
H -2.17 0.60 -0.20 0.1175
H 3.12 -1.19 -0.48 0.1013
H 1.95 0.90 -1.02 0.1552
H -3.29 -0.59 0.41 0.1342
H 1.23 1.80 1.19 0.1273
H -0.57 2.32 -0.03 0.1369